Entry 1:
The following is a DFT calculation (ωB97M-V/def2-TZVPD) of a cluster of 2 separate species, C3H10N in total at a distorted geometry.

```
! RIJCOSX wB97M-V def2-TZVPD def2/J DEFGRID3
* xyz 0 2
C -0.96 -0.21 1.62
N -1.78 0.28 0.67
H -0.01 0.28 1.81
H -1.24 -1.12 2.13
H -2.75 0.03 0.63
H -1.42 0.72 -0.16
C 0.80 0.48 -1.28
C 1.81 -0.56 -0.79
H 0.63 1.28 -0.56
H -0.16 0.02 -1.55
H 1.12 0.95 -2.21
H 1.41 -1.04 0.10
H 1.99 -1.31 -1.57
H 2.78 -0.11 -0.59
*
```

Values from the calculation:
E_LUMO (alpha / beta): 1.22 / 1.20 eV
electronic energy: -174.9753 Ha
gap between HOMO and LUMO (alpha / beta): 7.43 / 11.68 eV
ΔE to the lowest compared entry with this formula, charge and spin: 0.000 eV

Entry 2:
The following is a DFT calculation (ωB97M-V/def2-TZVPD) of a cluster of 2 separate species, C3H10N in total at a distorted geometry.

```
! RIJCOSX wB97M-V def2-TZVPD def2/J DEFGRID3
* xyz 1 1
C -0.83 -1.74 -0.76
C 1.04 -0.11 -0.67
N 0.56 -1.30 -0.88
H -1.07 -1.95 0.28
H -0.98 -2.61 -1.40
H -1.55 -0.99 -1.12
H 0.39 0.75 -0.42
H 2.08 0.00 -0.84
H 1.25 -2.02 -1.07
C -0.19 1.99 1.39
H 0.70 2.31 0.82
H -1.01 1.94 0.64
H -0.45 2.72 2.17
H 0.06 1.02 1.86
*
```

Values from the calculation:
E_LUMO: -5.52 eV
electronic energy: -174.7596 Ha
gap between HOMO and LUMO: 11.43 eV
ΔE to the lowest compared entry with this formula, charge and spin: 1.415 eV

Entry 3:
The following is a DFT calculation (ωB97M-V/def2-TZVPD) of a cluster of 2 separate species, C3H10N in total at a distorted geometry.

```
! RIJCOSX wB97M-V def2-TZVPD def2/J DEFGRID3
* xyz 1 1
C 2.04 -2.27 -0.53
H 0.99 -2.45 -0.17
H 2.66 -3.15 -0.35
H 2.43 -1.36 -0.02
H 1.93 -2.07 -1.64
C -0.88 0.99 0.83
C -0.14 0.44 -0.15
N -1.99 1.95 0.40
H -0.77 0.85 1.90
H 0.75 -0.17 0.08
H -0.33 0.62 -1.21
H -1.88 2.16 -0.61
H -2.94 1.63 0.55
H -1.86 2.83 0.92
*
```

Values from the calculation:
E_LUMO: -3.93 eV
electronic energy: -174.7530 Ha
gap between HOMO and LUMO: 11.86 eV
ΔE to the lowest compared entry with this formula, charge and spin: 1.593 eV

Entry 4:
The following is a DFT calculation (ωB97M-V/def2-TZVPD) of a cluster of 2 separate species, C3H10N in total at a distorted geometry.

```
! RIJCOSX wB97M-V def2-TZVPD def2/J DEFGRID3
* xyz 1 1
C 0.17 0.44 -0.98
C -0.22 -0.07 0.45
C -1.44 -0.88 0.68
N 1.50 0.61 -0.96
H -0.10 -0.40 -1.62
H -0.41 1.33 -1.21
H -0.33 0.77 1.14
H 0.83 -0.48 0.69
H -1.58 -1.08 1.74
H -2.30 -0.29 0.36
H -1.53 -1.82 0.15
H 2.04 1.38 -1.36
H 1.53 0.08 0.83
H 1.86 0.42 0.08
*
```

Values from the calculation:
E_LUMO: -7.02 eV
electronic energy: -174.5828 Ha
gap between HOMO and LUMO: 8.22 eV
ΔE to the lowest compared entry with this formula, charge and spin: 6.225 eV

Entry 5:
The following is a DFT calculation (ωB97M-V/def2-TZVPD) of a cluster of 2 separate species, C3H10N2 in total at a distorted geometry.

```
! RIJCOSX wB97M-V def2-TZVPD def2/J DEFGRID3
* xyz 0 1
C 2.43 -1.68 -0.33
N 2.30 -1.07 0.75
H 2.62 -1.16 -1.27
H 2.42 -2.75 -0.54
H 2.17 -1.61 1.60
C -0.79 0.15 0.78
C -0.82 1.02 -0.45
N -2.23 1.28 -0.85
H -1.25 -0.82 0.57
H 0.26 0.02 1.03
H -1.35 0.59 1.60
H -0.32 1.98 -0.29
H -0.30 0.61 -1.31
H -2.81 1.25 -0.03
H -2.33 2.19 -1.26
*
```

Values from the calculation:
E_LUMO: 1.17 eV
SMILES: C=N.CCN
electronic energy: -229.7616 Ha
gap between HOMO and LUMO: 10.16 eV
ΔE to the lowest compared entry with this formula, charge and spin: 1.296 eV

Entry 6:
The following is a DFT calculation (ωB97M-V/def2-TZVPD) of a cluster of 2 separate species, C3H10N2 in total at a distorted geometry.

```
! RIJCOSX wB97M-V def2-TZVPD def2/J DEFGRID3
* xyz 0 1
C 2.36 0.88 1.81
C 1.86 1.30 2.97
H 1.67 0.82 0.97
H 3.41 1.07 1.64
H 0.84 1.23 3.31
H 2.60 1.51 3.75
N -1.57 -1.62 -0.89
C -0.95 -0.73 -1.92
N -1.74 0.50 -2.10
H -0.93 -2.40 -0.74
H -2.37 -2.06 -1.35
H -0.05 -0.38 -1.43
H -0.78 -1.33 -2.81
H -1.64 0.96 -1.19
H -2.73 0.26 -2.01
*
```

Values from the calculation:
E_LUMO: 0.98 eV
SMILES: C=C.NCN
electronic energy: -229.7464 Ha
gap between HOMO and LUMO: 10.85 eV
ΔE to the lowest compared entry with this formula, charge and spin: 1.709 eV

Entry 7:
The following is a DFT calculation (ωB97M-V/def2-TZVPD) of an isolated molecule of C3H10N2 at a distorted geometry.

```
! RIJCOSX wB97M-V def2-TZVPD def2/J DEFGRID3
* xyz 0 1
C 1.46 -0.49 0.88
C 0.08 -0.48 0.21
C -0.32 0.97 -0.03
H 1.88 -1.50 1.01
H 2.16 0.06 0.22
H 1.47 0.06 1.86
H -0.64 -0.95 0.91
H 0.19 -2.17 -0.89
H -0.62 -0.91 -1.64
H 0.40 1.41 -0.71
H -0.32 1.50 0.94
H -1.90 1.92 -1.02
H -2.40 0.73 -0.02
N 0.19 -1.15 -1.05
N -1.65 1.01 -0.67
*
```

Values from the calculation:
E_LUMO: 1.18 eV
SMILES: C[C@H](N)CN
electronic energy: -229.8066 Ha
gap between HOMO and LUMO: 10.20 eV
ΔE to the lowest compared entry with this formula, charge and spin: 0.073 eV

Entry 8:
The following is a DFT calculation (ωB97M-V/def2-TZVPD) of a cluster of 2 separate species, C3H10N2O in total at a distorted geometry.

```
! RIJCOSX wB97M-V def2-TZVPD def2/J DEFGRID3
* xyz -1 2
C 2.05 0.02 -0.24
C 1.87 0.56 1.04
N 1.38 -1.16 -0.71
H 2.88 0.35 -0.88
H 2.27 1.52 1.36
H 1.65 -0.05 1.93
H -1.16 -1.34 -0.02
H 1.95 -1.93 -1.00
H 0.54 -1.04 -1.25
N -1.40 1.05 0.39
C -2.27 0.26 -0.42
O -1.78 -1.08 -0.71
H -0.52 0.62 0.68
H -1.84 1.49 1.19
H -2.39 0.67 -1.43
H -3.24 0.07 0.06
*
```

Values from the calculation:
E_LUMO (alpha / beta): 3.91 / 3.89 eV
electronic energy: -304.9316 Ha
gap between HOMO and LUMO (alpha / beta): 2.92 / 6.27 eV
ΔE to the lowest compared entry with this formula, charge and spin: 2.051 eV

Entry 9:
The following is a DFT calculation (ωB97M-V/def2-TZVPD) of an isolated molecule of C3H10N2O at a distorted geometry.

```
! RIJCOSX wB97M-V def2-TZVPD def2/J DEFGRID3
* xyz 0 1
C 0.40 1.36 1.83
C 0.45 -0.68 0.11
C -0.59 -1.31 0.67
O 1.07 0.83 0.73
H 1.41 -1.19 0.04
H -0.33 2.13 1.53
H 1.15 1.85 2.48
H -0.16 0.62 2.43
H -1.58 -0.87 0.68
H -0.45 -2.22 1.23
N -0.78 -0.39 -2.39
N 0.18 0.19 -1.48
H -0.25 -0.92 -3.08
H -1.28 -1.12 -1.87
H 0.94 0.69 -1.94
H -0.18 1.01 -0.98
*
```

Values from the calculation:
E_LUMO: 0.77 eV
electronic energy: -304.8706 Ha
gap between HOMO and LUMO: 8.34 eV
ΔE to the lowest compared entry with this formula, charge and spin: 5.554 eV

Entry 10:
The following is a DFT calculation (ωB97M-V/def2-TZVPD) of a cluster of 2 separate species, C3H10N2O in total at a distorted geometry.

```
! RIJCOSX wB97M-V def2-TZVPD def2/J DEFGRID3
* xyz 0 1
C 1.01 2.18 -2.16
C 0.59 1.96 -0.69
N 0.93 0.64 -0.15
C 0.03 -0.30 0.19
N 0.22 -1.16 1.11
H 1.41 3.20 -2.24
H 1.74 1.46 -2.54
H 0.13 2.15 -2.80
H -0.48 2.05 -0.63
H 1.12 2.66 -0.04
H 1.90 0.46 0.05
H -0.98 -0.11 -0.23
H -0.16 -2.09 1.05
H -2.01 -2.13 1.76
H -2.76 -3.20 0.94
O -2.19 -3.08 1.70
*
```

Values from the calculation:
E_LUMO: 0.89 eV
SMILES: [H]/N=C/NCC.O
electronic energy: -305.0173 Ha
gap between HOMO and LUMO: 9.51 eV
ΔE to the lowest compared entry with this formula, charge and spin: 1.561 eV

Entry 11:
The following is a DFT calculation (ωB97M-V/def2-TZVPD) of a cluster of 2 separate species, C3H10N2O in total at a distorted geometry.

```
! RIJCOSX wB97M-V def2-TZVPD def2/J DEFGRID3
* xyz 0 1
C 0.33 -1.43 2.94
C 0.28 -3.31 1.60
N -0.42 -2.60 2.36
H 1.25 -1.93 3.24
H 0.34 -0.68 2.16
H -0.25 -1.02 3.76
H 1.16 -2.98 1.03
H -0.15 -4.17 1.08
H -0.81 3.55 -2.94
N 0.19 2.44 -1.35
C -0.67 1.91 -2.43
O -1.08 2.82 -3.51
H 0.83 3.12 -1.78
H 0.89 1.69 -1.34
H -1.65 1.61 -2.04
H -0.23 0.98 -2.78
*
```

Values from the calculation:
E_LUMO: 0.66 eV
SMILES: C=NC.NCO
electronic energy: -304.9496 Ha
gap between HOMO and LUMO: 10.34 eV
ΔE to the lowest compared entry with this formula, charge and spin: 3.404 eV

Entry 12:
The following is a DFT calculation (ωB97M-V/def2-TZVPD) of a cluster of 2 separate species, C3H10N2O in total at a distorted geometry.

```
! RIJCOSX wB97M-V def2-TZVPD def2/J DEFGRID3
* xyz 0 1
C -1.26 1.29 -0.29
C -1.46 0.88 0.96
N -2.00 0.92 -1.40
H -0.53 2.06 -0.49
H -1.02 1.44 1.77
H -2.08 0.04 1.22
H 1.82 -0.16 -1.23
H -1.68 1.21 -2.31
H -2.33 -0.04 -1.44
N 1.35 -0.67 1.25
C 1.50 -1.53 0.13
O 2.26 -0.98 -0.97
H 2.21 -0.18 1.47
H 0.59 0.00 1.19
H 2.08 -2.40 0.46
H 0.57 -1.88 -0.32
*
```

Values from the calculation:
E_LUMO: 0.74 eV
SMILES: C=CN.NCO
electronic energy: -305.0134 Ha
gap between HOMO and LUMO: 9.40 eV
ΔE to the lowest compared entry with this formula, charge and spin: 1.666 eV

Entry 13:
The following is a DFT calculation (ωB97M-V/def2-TZVPD) of a cluster of 2 separate species, C3H10N2O in total at a distorted geometry.

```
! RIJCOSX wB97M-V def2-TZVPD def2/J DEFGRID3
* xyz 0 1
C 2.10 -1.12 -0.53
C 1.99 0.00 -1.27
O 1.76 1.23 -0.64
H 2.60 -2.02 -0.86
H 1.47 -1.22 0.35
H 2.31 0.20 -2.28
H 1.12 1.01 0.05
N -1.86 -0.63 1.76
C -1.82 -0.45 0.30
N -1.63 1.02 0.11
H -1.72 -1.58 2.07
H -2.76 -0.31 2.10
H -2.72 -0.79 -0.19
H -0.90 -0.93 -0.04
H -1.31 1.20 -0.83
H -1.13 1.26 0.95
*
```

Values from the calculation:
E_LUMO: 0.99 eV
SMILES: C=CO.NCN
electronic energy: -304.9832 Ha
gap between HOMO and LUMO: 10.05 eV
ΔE to the lowest compared entry with this formula, charge and spin: 2.489 eV

Entry 14:
The following is a DFT calculation (ωB97M-V/def2-TZVPD) of a structure of composition C3H10N2O at a distorted geometry.

```
! RIJCOSX wB97M-V def2-TZVPD def2/J DEFGRID3
* xyz 0 1
C 0.62 -0.34 0.61
C 0.55 0.59 -0.49
C -1.19 0.39 -0.85
N 0.66 -1.71 0.39
N -2.10 1.00 0.06
O 2.32 0.28 0.78
H 2.91 -0.48 0.73
H 0.13 -0.04 1.53
H 1.17 -1.98 -0.44
H -0.03 -2.25 0.90
H -1.80 1.92 0.36
H -2.28 0.43 0.88
H 0.62 1.64 -0.21
H 1.09 0.32 -1.39
H -1.45 -0.65 -1.04
H -1.23 0.90 -1.82
*
```

Values from the calculation:
E_LUMO: 0.80 eV
electronic energy: -304.9609 Ha
gap between HOMO and LUMO: 8.98 eV
ΔE to the lowest compared entry with this formula, charge and spin: 3.095 eV

Entry 15:
The following is a DFT calculation (ωB97M-V/def2-TZVPD) of a cluster of 2 separate species, C3H10N2O in total at a distorted geometry.

```
! RIJCOSX wB97M-V def2-TZVPD def2/J DEFGRID3
* xyz 0 1
C -1.86 -0.24 -1.48
C -0.52 0.29 -0.98
N -0.30 -0.17 0.38
C 0.24 0.57 1.37
N 0.66 0.07 2.46
H -1.89 -1.33 -1.40
H -2.66 0.17 -0.87
H -2.05 -0.05 -2.53
H -0.57 1.37 -0.96
H 0.30 -0.02 -1.62
H -0.63 -1.07 0.68
H 0.35 1.64 1.17
H 0.70 0.77 3.19
H 2.26 -0.05 0.08
H 3.11 -1.17 0.68
O 2.85 -0.77 -0.16
*
```

Values from the calculation:
E_LUMO: 0.96 eV
SMILES: [H]/N=C/NCC.O
electronic energy: -305.0376 Ha
gap between HOMO and LUMO: 9.93 eV
ΔE to the lowest compared entry with this formula, charge and spin: 1.008 eV